[1]
{"formula": "C3H11N4", "method": "ωB97M-V/def2-TZVPD", "symbols": ["C", "C", "C", "N", "N", "N", "N", "H", "H", "H", "H", "H", "H", "H", "H", "H", "H", "H"], "positions_angstrom": [[0.01, -1.98, 1.17], [-0.79, 0.05, -1.33], [0.14, 0.62, -0.23], [0.12, -0.06, 2.37], [0.03, -0.69, 1.16], [1.42, 0.66, -0.55], [-0.99, 1.13, -2.27], [-0.05, -2.64, 0.24], [-0.02, -2.55, 2.10], [-1.65, -0.38, -0.88], [-0.25, -0.68, -1.86], [-0.24, 1.41, 0.38], [-0.10, 0.97, 2.44], [1.81, 0.08, -1.21], [0.17, -0.45, 3.27], [-0.34, 1.28, -3.03], [-1.18, 2.00, -1.82], [1.90, 1.25, 0.05]], "lowdin_charge": [0.0656, -0.2123, -0.1763, 0.0596, -0.1229, 0.1752, 0.0346, 0.1228, 0.0976, 0.1069, 0.1053, 0.1272, 0.1371, 0.1137, 0.0934, 0.0920, 0.0761, 0.1043], "charge": 1, "homo_lumo_gap_ev": 10.09}

---

[2]
{"formula": "C4H12O3", "method": "ωB97M-V/def2-TZVPD", "symbols": ["C", "O", "C", "C", "C", "O", "H", "H", "H", "H", "H", "H", "H", "H", "H", "H", "H", "H", "O"], "positions_angstrom": [[0.88, 0.56, 1.48], [1.40, 1.54, 2.38], [1.24, 0.89, 0.02], [1.79, -0.30, -0.72], [0.69, -1.07, -1.50], [-0.28, -1.72, -0.69], [1.28, -0.35, 1.94], [-0.21, 0.59, 1.65], [1.47, 2.41, 2.00], [1.87, 1.77, 0.02], [0.42, 1.22, -0.64], [2.52, -0.95, -0.23], [2.45, -0.03, -1.58], [1.04, -1.84, -2.19], [0.18, -0.28, -2.06], [0.07, -1.83, 0.18], [-5.88, 0.54, 0.14], [-5.55, -0.85, -0.48], [-5.40, -0.30, 0.28]], "lowdin_charge": [-0.2460, -0.0909, -0.1754, -0.2075, -0.2571, -0.0646, 0.1210, 0.1175, 0.0689, 0.1066, 0.1186, 0.1120, 0.1188, 0.1144, 0.1046, 0.0592, 0.0484, 0.0190, -0.0676], "smiles": "OCCCCO.O", "homo_lumo_gap_ev": 11.01}

---

[3]
{"formula": "C52H49F3N8O2SSiY", "method": "ωB97M-V/def2-TZVPD", "symbols": ["Y", "N", "C", "N", "C", "N", "N", "C", "C", "C", "C", "C", "C", "N", "C", "C", "C", "C", "C", "C", "H", "H", "H", "H", "H", "H", "H", "H", "H", "H", "H", "F", "C", "F", "F", "C", "O", "O", "N", "S", "C", "C", "C", "C", "C", "C", "C", "C", "C", "C", "C", "C", "H", "H", "H", "H", "H", "H", "H", "H", "H", "H", "H", "C", "C", "N", "C", "C", "N", "C", "C", "H", "H", "H", "H", "H", "H", "H", "H", "H", "H", "H", "H", "C", "C", "C", "C", "C", "C", "Si", "C", "C", "C", "C", "C", "C", "C", "C", "C", "C", "C", "C", "H", "H", "H", "H", "H", "H", "H", "H", "H", "H", "H", "H", "H", "H", "H"], "positions_angstrom": [[0.11, -0.17, 0.95], [2.94, 1.27, -2.45], [2.03, 0.66, -1.73], [1.85, 0.80, -0.44], [2.54, 1.90, 0.13], [2.12, 2.48, 1.19], [1.08, 1.86, 1.77], [0.76, 2.42, 2.94], [-0.06, 1.70, 3.86], [-0.22, 2.28, 5.14], [-0.73, 1.44, 6.16], [-1.29, 0.25, 5.79], [-1.25, -0.21, 4.48], [-0.62, 0.50, 3.52], [3.69, 2.43, -0.50], [4.46, 3.42, 0.14], [5.34, 4.15, -0.57], [5.63, 3.79, -1.91], [4.85, 2.85, -2.57], [3.82, 2.22, -1.88], [2.72, 1.29, -3.42], [1.37, -0.03, -2.29], [1.37, 3.18, 3.43], [0.24, 3.25, 5.29], [-0.63, 1.74, 7.27], [-1.75, -0.43, 6.53], [-1.69, -1.11, 4.22], [4.37, 3.62, 1.24], [5.97, 4.82, 0.01], [6.47, 4.26, -2.42], [5.02, 2.68, -3.63], [-4.08, -2.12, 2.42], [-3.92, -0.91, 1.82], [-4.36, 0.10, 2.58], [-4.70, -0.92, 0.73], [-2.41, -0.73, 1.40], [-1.58, -1.49, 1.97], [-2.08, 0.30, 0.61], [0.07, -1.80, -0.70], [-1.05, -2.60, -1.61], [-0.41, -2.90, -3.25], [0.97, -2.92, -3.48], [1.54, -2.95, -4.80], [0.67, -3.17, -5.86], [-0.69, -3.12, -5.62], [-1.28, -2.88, -4.36], [-1.25, -4.34, -1.12], [-0.31, -5.33, -1.39], [-0.41, -6.56, -0.82], [-1.54, -6.90, -0.10], [-2.59, -5.98, 0.12], [-2.40, -4.63, -0.35], [0.95, -2.28, -0.80], [1.70, -3.05, -2.64], [2.59, -2.74, -4.99], [1.05, -3.36, -6.85], [-1.39, -3.21, -6.47], [-2.37, -2.69, -4.27], [0.44, -5.12, -2.14], [0.40, -7.25, -0.95], [-1.65, -7.93, 0.34], [-3.47, -6.26, 0.73], [-3.10, -3.86, -0.10], [2.20, -1.56, 3.84], [3.16, -2.47, 4.57], [3.10, -3.83, 4.03], [1.71, -4.33, 3.98], [0.86, -3.39, 3.07], [1.68, -2.20, 2.55], [2.94, -2.67, 1.88], [3.68, -3.74, 2.68], [2.65, -0.60, 3.50], [1.39, -1.15, 4.44], [2.93, -2.50, 5.69], [4.23, -2.13, 4.54], [1.28, -4.53, 4.96], [1.70, -5.30, 3.53], [0.13, -2.91, 3.66], [0.44, -4.04, 2.23], [3.53, -1.73, 1.70], [2.66, -3.02, 0.88], [4.73, -3.45, 2.79], [3.69, -4.73, 2.16], [-2.36, 5.59, 2.18], [-3.10, 4.42, 2.23], [-3.00, 3.46, 1.24], [-2.27, 3.73, 0.08], [-1.76, 5.00, -0.02], [-1.67, 5.93, 1.00], [-1.61, 2.29, -1.10], [-0.75, 3.22, -2.44], [-1.18, 3.48, -3.77], [-0.40, 4.16, -4.66], [0.86, 4.69, -4.26], [1.24, 4.60, -2.96], [0.45, 3.83, -2.05], [-3.05, 1.52, -2.01], [-2.76, 0.85, -3.18], [-3.78, 0.36, -4.03], [-5.02, 0.42, -3.55], [-5.38, 1.12, -2.33], [-4.38, 1.54, -1.50], [-2.30, 6.14, 3.13], [-3.74, 4.19, 3.07], [-3.39, 2.44, 1.49], [-1.43, 5.28, -0.98], [-1.18, 6.86, 0.86], [-2.20, 3.16, -4.13], [-0.70, 4.34, -5.70], [1.43, 5.26, -5.01], [2.13, 5.03, -2.51], [0.85, 3.77, -1.05], [-1.74, 0.97, -3.57], [-3.50, -0.22, -4.90], [-5.89, 0.00, -4.05], [-6.41, 1.08, -1.93], [-4.62, 2.07, -0.57]], "lowdin_charge": [1.5082, 0.1426, -0.1722, 0.0162, -0.3584, 0.0654, -0.1506, -0.1113, -0.2950, -0.0160, -0.0643, -0.0965, -0.1486, 0.0537, -0.1037, -0.0290, -0.0781, -0.0533, -0.0256, -0.1743, 0.1597, 0.1290, 0.1138, 0.1074, 0.1377, 0.1137, 0.0826, 0.1373, 0.1161, 0.1129, 0.1191, 0.1303, -0.5088, 0.1716, 0.1533, -0.4494, -0.0929, -0.2204, -0.4001, 1.0788, -0.4218, -0.0976, -0.0460, -0.0790, -0.0670, -0.0540, -0.3617, -0.0896, -0.0805, -0.0630, -0.0377, -0.0493, -0.0229, 0.1140, 0.1113, 0.1126, 0.1226, 0.1220, 0.1026, 0.1121, 0.1289, 0.1209, 0.0918, -0.1697, -0.1709, -0.1514, -0.1459, -0.1282, -0.1495, -0.1794, -0.1680, 0.1177, 0.0969, 0.1404, 0.1305, 0.1229, 0.0986, 0.0762, 0.1342, 0.1278, 0.0918, 0.1178, 0.1297, -0.0806, -0.1025, -0.1178, -0.2386, -0.1278, -0.0533, 0.8791, -0.3086, -0.0974, -0.0844, -0.0965, -0.0938, -0.1241, -0.2991, -0.1429, -0.1021, -0.0929, -0.0570, -0.0886, 0.1097, 0.1030, 0.0987, 0.0772, 0.0978, 0.1193, 0.1135, 0.1123, 0.1090, 0.0888, 0.0904, 0.1017, 0.1009, 0.1126, 0.1035], "charge": 1, "homo_lumo_gap_ev": [6.70, 4.31]}

---

[4]
{"formula": "C12H26IrN4O5S", "method": "ωB97M-V/def2-TZVPD", "symbols": ["Ir", "C", "O", "C", "C", "O", "C", "C", "O", "C", "H", "H", "H", "H", "H", "H", "H", "H", "H", "H", "H", "H", "H", "H", "C", "N", "C", "C", "O", "N", "C", "C", "H", "H", "H", "H", "H", "H", "H", "H", "H", "H", "H", "H", "O", "N", "S", "C", "N"], "positions_angstrom": [[-0.67, -0.77, 0.14], [-0.96, -1.72, 3.09], [-0.21, -0.87, 2.14], [1.24, -1.13, 2.26], [1.97, -0.34, 1.20], [1.31, -0.74, -0.06], [1.76, -0.27, -1.37], [0.83, -0.94, -2.34], [-0.56, -0.62, -1.94], [-1.51, -1.34, -2.80], [-0.53, -1.55, 4.07], [-0.88, -2.76, 2.79], [-1.99, -1.38, 3.07], [1.40, -2.20, 2.14], [1.55, -0.82, 3.26], [3.01, -0.64, 1.14], [1.86, 0.74, 1.32], [2.79, -0.60, -1.52], [1.69, 0.82, -1.39], [0.94, -2.03, -2.32], [0.97, -0.56, -3.35], [-1.22, -1.16, -3.83], [-2.50, -0.91, -2.63], [-1.49, -2.40, -2.56], [-2.90, 1.17, 0.89], [-2.33, 2.28, 0.23], [-3.22, 3.19, -0.54], [-0.97, 2.37, 0.27], [-0.29, 1.27, 0.43], [-0.34, 3.52, 0.19], [-0.97, 4.81, 0.51], [1.11, 3.59, 0.00], [-3.99, 1.27, 0.96], [-2.48, 0.98, 1.88], [-3.02, -0.07, -0.86], [-3.94, 2.59, -1.09], [-2.63, 3.75, -1.26], [-3.75, 3.88, 0.12], [-1.88, 4.67, 1.09], [-1.18, 5.38, -0.39], [-0.27, 5.37, 1.13], [1.48, 2.70, -0.48], [1.61, 3.73, 0.96], [1.32, 4.45, -0.63], [-2.58, -1.23, 0.66], [-2.61, -0.06, 0.09], [-0.78, -5.38, 0.10], [-0.62, -3.85, 0.01], [-0.50, -2.65, -0.05]], "lowdin_charge": [1.7343, 0.0318, -0.3291, -0.0857, -0.0587, -0.3122, -0.0590, -0.0896, -0.3283, 0.0261, 0.1252, 0.1064, 0.0977, 0.1509, 0.1663, 0.1705, 0.1336, 0.1717, 0.1269, 0.1491, 0.1656, 0.1259, 0.0975, 0.1076, -0.0575, -0.0638, 0.0199, -0.3926, -0.1256, -0.0740, 0.0220, 0.0252, 0.1738, 0.1560, 0.1666, 0.1069, 0.1049, 0.1112, 0.0989, 0.1155, 0.1164, 0.0693, 0.1198, 0.1192, -0.1108, -0.1519, 0.9653, -0.8311, -0.1083], "charge": 3, "homo_lumo_gap_ev": [6.71, 5.20]}